Density functional theory data (the ωB97M-V functional and the def2-TZVPD basis) for a single C4H3N3S molecule.

lowest unoccupied orbital energy: -1.861 eV
orbital gap: 7.787 eV
SMILES: S=Cc1cnnnc1
net charge: 0

Positions of all 11 atoms, in Å:
S -0.256 2.536 1.043
C -0.877 1.057 0.873
C -0.279 -0.056 0.136
C -0.902 -1.292 0.054
N -0.374 -2.332 -0.605
N 0.778 -2.192 -1.221
N 1.441 -1.046 -1.200
C 0.944 -0.005 -0.539
H -1.842 0.818 1.335
H -1.838 -1.511 0.554
H 1.541 0.888 -0.548



Density functional theory data (the ωB97M-V functional and the def2-TZVPD basis) for a single C8H12O molecule.

lowest unoccupied orbital energy: 0.773 eV
orbital gap: 10.082 eV
SMILES: C=C[C@]1(C)C(=O)C[C@H]1C
net charge: 0

Positions of all 21 atoms, in Å:
C -0.470 1.404 2.071
C 0.059 0.240 1.818
C -0.019 -0.270 0.409
C -1.486 -0.990 0.383
C 1.095 -1.234 0.188
O 1.490 -2.237 0.729
C 1.708 -0.342 -0.839
C 0.440 0.592 -0.696
C -0.236 0.505 -2.047
H -0.331 1.935 3.099
H -0.950 1.962 1.221
H 0.425 -0.619 2.355
H -2.142 -0.044 0.323
H -1.724 -1.492 1.374
H -1.624 -1.640 -0.397
H 2.803 0.087 -0.647
H 1.729 -0.850 -1.901
H 0.524 1.609 -0.391
H -0.468 -0.532 -2.083
H 0.349 0.984 -2.883
H -1.172 0.932 -2.086



Density functional theory data (the ωB97M-V functional and the def2-TZVPD basis) for a 2-piece molecular cluster, C6H11N2O3 overall.

lowest unoccupied orbital energy: -3.480 eV
orbital gap: 9.851 eV
net charge: +1

Positions of all 22 atoms, in Å:
C 2.252 -0.430 -0.776
C -2.387 -0.865 2.234
C -0.778 0.562 1.078
C 1.906 0.130 -1.900
C -2.691 -1.256 3.641
C 2.930 0.605 -2.885
N -0.857 0.300 -0.117
N 0.637 0.912 -2.088
O 2.694 -0.987 0.124
O -2.912 -1.314 1.239
O -1.404 0.120 2.150
H -0.136 1.488 1.237
H -1.907 -0.855 4.256
H -2.821 -2.327 3.741
H -3.604 -0.680 3.901
H 2.791 1.751 -3.060
H 2.578 0.089 -3.751
H 3.957 0.218 -2.637
H -1.340 -0.593 -0.217
H -0.120 0.706 -1.301
H 0.269 0.529 -2.851
H 0.942 1.895 -2.017



Density functional theory data (the ωB97M-V functional and the def2-TZVPD basis) for a 2-piece molecular cluster, C3H9N2O2 overall.

lowest unoccupied orbital energy: 4.252 eV
orbital gap: 7.952 eV
net charge: -1

Positions of all 16 atoms, in Å:
N 0.427 0.563 -2.643
C 1.030 0.850 -1.287
O 1.415 -0.286 -0.673
H 0.846 1.181 -3.333
H 0.748 -0.372 -2.841
H 1.869 1.568 -1.449
H 0.252 1.412 -0.731
C -1.589 -0.916 0.869
C -0.769 -0.436 2.048
N 0.488 -0.097 1.765
O -1.265 -0.373 3.175
H -1.732 -1.995 0.942
H -1.121 -0.665 -0.074
H -2.567 -0.440 0.904
H 0.935 -0.184 0.769
H 1.035 0.192 2.558



Density functional theory data (the ωB97M-V functional and the def2-TZVPD basis) for a single C4H5FO molecule.

lowest unoccupied orbital energy: 0.401 eV
orbital gap: 10.413 eV
SMILES: C=C[C@@H](F)C=O
net charge: 0

Positions of all 11 atoms, in Å:
C 1.750 -0.240 -0.541
C 0.589 -0.482 0.077
C -0.406 0.572 0.443
F -0.236 1.669 -0.466
C -1.753 -0.121 0.155
O -2.012 -0.384 -1.012
H 2.581 -0.913 -0.463
H 1.947 0.625 -1.194
H 0.456 -1.418 0.691
H -0.267 0.956 1.461
H -2.648 -0.263 0.848



Density functional theory data (the ωB97M-V functional and the def2-TZVPD basis) for a 2-piece molecular cluster, C7H7FNO3 overall.

lowest unoccupied orbital energy: 3.609 eV
orbital gap: 8.569 eV
net charge: -1

Positions of all 19 atoms, in Å:
C 2.576 0.891 -0.661
C 1.490 -0.823 -0.017
C 0.697 0.277 0.031
C -2.053 -0.588 -0.618
C 1.191 -2.186 0.542
C -1.645 1.872 0.255
C -1.391 0.412 0.315
N 2.701 -0.364 -0.509
O -2.737 -0.003 -1.445
O -1.828 -1.803 -0.405
O 1.296 1.368 -0.348
F -1.521 0.077 1.665
H 3.382 1.439 -1.071
H 0.291 -2.380 0.090
H 1.880 -3.016 0.278
H 1.147 -1.957 1.551
H -1.003 2.304 -0.448
H -2.678 2.070 -0.340
H -1.796 2.412 1.135



Density functional theory data (the ωB97M-V functional and the def2-TZVPD basis) for C28H33GeHfN6O3 as an isolated structure.

lowest unoccupied orbital energy (alpha / beta): -6.852 / -9.148 eV
orbital gap (alpha / beta): 7.533 / 5.334 eV
expectation value of S²: 0.759
net charge: +2
2S+1: 2

Positions of all 72 atoms, in Å:
Hf 0.790 1.353 -0.147
N 0.809 3.034 -1.861
C 2.300 3.058 -2.103
C 2.928 2.998 -0.713
O 3.336 3.984 -0.163
N 2.834 1.704 -0.171
C 3.280 1.622 1.254
C 1.989 1.410 2.036
O 1.777 0.463 2.739
O 0.953 2.201 1.576
H 0.342 2.970 -2.761
H 0.566 3.949 -1.481
H 2.668 3.954 -2.591
H 2.573 2.180 -2.682
H 3.779 2.554 1.518
H 3.931 0.773 1.425
C -2.248 2.027 -1.404
N -1.506 1.718 -0.114
C -2.167 0.459 0.462
N -3.579 0.630 0.660
C -4.209 0.936 -0.632
N -3.660 2.175 -1.202
C -3.912 3.272 -0.257
N -3.276 2.997 1.035
C -1.862 2.860 0.862
C -3.820 1.749 1.584
H -2.054 1.210 -2.099
H -1.845 2.958 -1.803
H -1.692 0.235 1.418
H -1.995 -0.354 -0.239
H -5.279 1.060 -0.484
H -4.044 0.109 -1.324
H -4.986 3.374 -0.111
H -3.527 4.206 -0.667
H -1.388 2.646 1.814
H -1.446 3.782 0.452
H -4.891 1.862 1.737
H -3.348 1.536 2.543
C -0.784 -1.900 -3.948
C -0.299 -0.653 -3.592
C 0.166 -0.483 -2.296
C 0.167 -1.503 -1.350
C -0.308 -2.757 -1.731
C -0.775 -2.946 -3.026
Ge 0.912 -1.261 0.481
C 2.726 -1.857 0.325
C 3.481 -1.483 -0.798
C 4.721 -2.049 -1.024
C 5.228 -2.982 -0.122
C 4.493 -3.351 1.001
C 3.254 -2.782 1.239
C -0.117 -2.103 1.821
C -1.374 -2.620 1.489
C -2.117 -3.299 2.439
C -1.621 -3.442 3.730
C -0.382 -2.910 4.073
C 0.368 -2.227 3.129
H -1.163 -2.061 -4.949
H -0.271 0.154 -4.314
H 0.584 0.490 -2.063
H -0.299 -3.587 -1.034
H -1.126 -3.927 -3.323
H 3.102 -0.757 -1.505
H 5.294 -1.774 -1.899
H 6.203 -3.421 -0.295
H 4.884 -4.090 1.687
H 2.693 -3.084 2.109
H -1.769 -2.521 0.484
H -3.081 -3.715 2.175
H -2.211 -3.957 4.477
H -0.003 -3.020 5.081
H 1.305 -1.774 3.422



Density functional theory data (the ωB97M-V functional and the def2-TZVPD basis) for C34H51Cl3FN7O7PS2Ti as an isolated structure.

lowest unoccupied orbital energy (alpha / beta): -0.330 / -0.346 eV
orbital gap (alpha / beta): 2.652 / 4.252 eV
expectation value of S²: 2.030
net charge: -1
2S+1: 3

Positions of all 107 atoms, in Å:
Ti -2.362 -2.120 0.720
C 1.496 3.841 3.904
C 2.080 2.802 2.956
N 1.056 2.008 2.301
C 0.814 0.740 2.756
C -0.145 -0.061 2.248
C -0.213 -1.476 2.747
O 0.490 -1.818 3.681
O -0.984 -2.280 2.078
C -0.998 0.452 1.217
O -2.027 -0.195 0.785
C -0.696 1.713 0.672
C -1.428 2.190 -0.460
C -1.094 3.404 -0.981
F -1.751 3.855 -2.101
C -0.102 4.225 -0.459
C 0.630 3.761 0.669
C 0.346 2.520 1.217
N 0.290 5.446 -1.107
C -0.759 6.443 -1.176
C -0.187 7.763 -1.651
N 0.445 7.535 -3.002
C 1.526 6.484 -2.929
C 0.899 5.210 -2.404
H 2.290 4.439 4.355
H 0.939 3.349 4.702
H 0.813 4.507 3.377
H 2.719 2.110 3.504
H 2.708 3.272 2.194
H 1.453 0.376 3.549
H -2.203 1.573 -0.892
H 1.394 4.409 1.074
H -1.181 6.581 -0.181
H -1.587 6.149 -1.842
H 0.607 8.116 -0.996
H -0.950 8.531 -1.770
H 0.811 8.406 -3.382
H -0.281 7.201 -3.640
H 2.281 6.868 -2.245
H 1.942 6.369 -3.928
H 1.676 4.454 -2.294
H 0.176 4.827 -3.145
Cl -2.816 -6.153 4.859
C -3.966 -6.147 2.596
Cl -3.337 -7.568 1.860
Cl -5.630 -6.181 3.048
C -3.494 -4.929 2.112
N -3.099 -3.921 1.714
O -3.132 -3.011 -3.153
S -3.383 -3.280 -1.754
O -3.357 -1.946 -0.970
O -4.610 -3.977 -1.464
S -1.791 -4.154 -0.852
C -3.508 0.114 3.468
C -4.327 -1.122 3.099
C -4.045 -2.244 4.094
C -4.188 -1.519 1.626
H -3.809 0.488 4.451
H -3.632 0.916 2.736
H -2.445 -0.124 3.527
H -5.385 -0.842 3.224
H -3.009 -2.584 4.035
H -4.682 -3.112 3.922
H -4.224 -1.896 5.116
H -4.422 -0.660 0.992
H -4.893 -2.314 1.374
O -0.034 -1.502 -0.516
P 1.251 -1.911 -1.130
N 1.079 -2.493 -2.660
C -0.111 -2.247 -3.487
C -0.259 -3.538 -4.278
C 1.193 -3.954 -4.505
C 1.862 -3.623 -3.170
N 2.340 -0.643 -1.301
C 2.697 0.089 -0.080
C 3.282 1.391 -0.606
C 2.353 1.696 -1.779
C 2.060 0.318 -2.386
N 2.111 -2.974 -0.220
C 1.435 -4.077 0.508
C 2.592 -4.916 1.061
C 3.775 -3.949 1.074
C 3.557 -3.168 -0.217
H 0.064 -1.400 -4.167
H -0.977 -2.031 -2.868
H -0.831 -3.403 -5.195
H -0.778 -4.267 -3.656
H 1.638 -3.350 -5.302
H 1.313 -5.005 -4.771
H 2.919 -3.365 -3.290
H 1.799 -4.475 -2.484
H 3.398 -0.487 0.529
H 1.810 0.287 0.527
H 4.307 1.232 -0.955
H 3.288 2.180 0.149
H 2.787 2.382 -2.511
H 1.425 2.133 -1.398
H 2.699 0.104 -3.248
H 1.022 0.262 -2.723
H 0.795 -4.659 -0.157
H 0.809 -3.675 1.301
H 2.813 -5.748 0.387
H 2.353 -5.331 2.039
H 4.744 -4.448 1.109
H 3.697 -3.271 1.927
H 3.895 -3.765 -1.076
H 4.080 -2.213 -0.254



Respective energy relative to the best compared isomer or geometry (same formula, charge and spin) values: 50.5, 68.9, 46.0, 21.8, 26.8, 54.4, 47.6, 76.8 kcal/mol.